No. 1
Formula: C11H19NO4
Source: OMol25
Level of theory: wB97M-V/def2-TZVPD

Computed properties:
- Frontier orbital gap: 9.19 eV
- E_HOMO: -0.312 Eh

Structure (ORCA input):
```
! RIJCOSX wB97M-V def2-TZVPD def2/J DEFGRID3
* xyz 0 1
O -2.052 -0.087 1.164
O 0.175 -1.833 1.529
O -0.210 -1.717 -0.676
O -2.024 2.064 1.742
N 0.956 0.919 -0.757
C 1.934 0.341 -1.666
C 0.813 0.176 0.476
C -0.010 2.266 -2.538
C -0.335 -3.668 2.974
C 1.030 1.745 -3.522
C 0.073 1.002 1.544
C -0.464 -3.112 1.569
C 2.285 1.356 -2.750
C 0.170 -1.214 0.348
C -1.427 0.902 1.438
C -0.282 1.219 -1.461
H -0.942 2.504 -3.054
H 0.713 -3.778 3.242
H -1.002 1.620 -0.747
H -2.990 1.971 1.703
H 1.830 0.000 0.852
H 3.032 0.927 -3.420
H -1.512 -2.976 1.285
H 0.634 0.868 -4.039
H 2.832 0.091 -1.093
H 1.555 -0.580 -2.134
H -0.808 -2.996 3.685
H -0.716 0.319 -1.919
H 1.262 2.505 -4.271
H 0.374 2.047 1.478
H 0.339 0.614 2.530
H -0.819 -4.639 3.027
H 0.012 -3.768 0.831
H 0.364 3.174 -2.063
H 2.711 2.244 -2.280
*
```

***

No. 2
Formula: C11H19NOPPd
Source: OMol25
Level of theory: wB97M-V/def2-TZVPD

Computed properties:
- Frontier orbital gap (spin up / spin down): 3.07 / 5.00 eV
- E_HOMO (spin up / spin down): -0.014 / -0.097 Eh

Structure (ORCA input):
```
! RIJCOSX wB97M-V def2-TZVPD def2/J DEFGRID3
* xyz -1 3
Pd -1.816 -1.105 -0.353
P -2.449 -2.406 1.286
O 0.023 0.072 -1.126
N 1.122 1.983 -0.582
C 1.205 3.333 -0.029
C 1.475 3.337 1.485
C -0.341 -2.339 -2.581
C 0.099 1.120 -0.390
C -0.537 -3.517 -1.792
C 1.023 -2.418 -3.094
C -0.280 1.508 2.054
C 0.261 2.918 2.336
C 0.772 -4.205 -1.674
C -0.910 1.351 0.673
C 1.657 -3.543 -2.549
H -1.026 1.279 2.834
H -1.442 -3.824 -1.309
H 1.768 4.357 1.780
H -1.509 2.227 0.414
H 1.689 1.769 -1.381
H 0.571 2.979 3.393
H 2.337 2.685 1.703
H -1.114 -1.650 -2.862
H 0.523 0.767 2.188
H 2.690 -3.893 -2.747
H 2.043 3.851 -0.520
H 0.905 -5.083 -1.064
H -3.772 -1.918 1.257
H -1.946 -2.107 2.614
H -0.539 3.661 2.186
H 1.444 -1.734 -3.863
H 0.278 3.888 -0.227
H -1.603 0.474 0.678
H -2.600 -3.817 1.262
*
```

***

No. 3
Formula: C11H19OP
Source: OMol25
Level of theory: wB97M-V/def2-TZVPD

Computed properties:
- Frontier orbital gap (spin up / spin down): 6.30 / 7.18 eV
- E_HOMO (spin up / spin down): -0.204 / -0.344 Eh

Structure (ORCA input):
```
! RIJCOSX wB97M-V def2-TZVPD def2/J DEFGRID3
* xyz 0 3
P 1.179 -0.485 -0.311
O 1.722 -1.253 -1.379
C -0.599 0.566 -2.161
C -0.610 1.802 -0.113
C 0.386 -1.601 1.062
C -0.232 -0.756 2.174
C -0.290 0.665 -0.757
C -1.493 2.755 -0.778
C 2.694 0.759 0.379
C 1.611 -2.361 1.605
C -1.537 1.289 -2.689
C -0.530 -2.540 0.320
C -2.413 2.092 -1.744
H -3.176 1.540 -1.167
H 1.382 -3.411 2.048
H -2.178 3.290 -0.009
H 3.312 0.342 1.265
H -1.351 -0.665 2.064
H 0.054 -3.246 -0.264
H -0.160 -1.079 3.229
H 0.110 0.279 2.240
H -2.953 2.871 -2.348
H -0.695 3.374 -1.206
H 2.292 -2.724 0.839
H -1.334 -2.063 -0.274
H 2.296 -1.820 2.354
H 2.275 1.727 0.549
H 0.114 -0.065 -2.657
H -1.833 1.165 -3.689
H -0.365 1.906 0.883
H 3.491 0.916 -0.387
H -1.168 -3.269 0.922
*
```

***

No. 4
Formula: C11H20AlClF3NaO4S
Source: OMol25
Level of theory: wB97M-V/def2-TZVPD

Computed properties:
- Frontier orbital gap: 7.18 eV
- E_HOMO: -0.322 Eh

Structure (ORCA input):
```
! RIJCOSX wB97M-V def2-TZVPD def2/J DEFGRID3
* xyz 0 1
Cl 1.240 -1.436 -3.200
S -2.098 -2.831 -1.947
Al -0.163 -1.638 -1.452
Na -2.558 -3.449 -4.757
F -2.231 -2.621 0.739
F -2.382 -4.766 -0.021
F -4.187 -3.305 -0.342
O 1.246 0.185 3.253
O -3.131 -1.821 -2.452
O -0.286 1.911 2.980
O -1.850 -3.950 -2.951
C -0.800 1.349 -1.871
C 1.332 2.922 -1.338
C -1.394 -0.190 3.503
C -0.078 0.688 3.213
C 2.236 1.669 -0.905
C 2.743 0.071 1.174
C 2.426 1.587 0.712
C 1.575 -0.585 2.067
C -0.247 2.696 -1.188
C -0.786 0.179 -0.751
C -2.775 -3.438 -0.293
H -1.391 -0.470 4.621
H 1.862 0.664 -1.332
H 3.265 2.296 1.058
H 0.679 -0.871 1.420
H -1.855 0.022 -0.337
H -2.325 0.475 3.370
H 1.444 1.964 1.151
H -0.819 3.569 -1.683
H 2.928 -0.519 0.199
H 0.583 -2.457 -0.321
H -0.166 0.566 0.123
H 3.282 1.848 -1.349
H 2.011 -1.587 2.447
H -0.583 2.674 -0.084
H 1.655 3.797 -0.658
H -1.911 1.550 -2.115
H 1.537 3.191 -2.427
H -0.275 1.056 -2.839
H -1.489 -1.100 2.825
H 3.736 0.105 1.757
*
```

***

No. 5
Formula: C11H20CdN3O3S
Source: OMol25
Level of theory: wB97M-V/def2-TZVPD

Computed properties:
- Frontier orbital gap: 7.37 eV
- E_HOMO: -0.360 Eh

Structure (ORCA input):
```
! RIJCOSX wB97M-V def2-TZVPD def2/J DEFGRID3
* xyz 1 1
Cd 0.000 0.000 0.000
S -2.189 4.037 0.454
O 1.907 -0.347 -0.003
O 0.029 0.045 1.934
O -0.830 -1.757 -0.055
N -1.211 1.691 0.000
N 1.532 0.302 3.656
N 0.190 -3.785 -0.358
C 1.301 -4.576 -0.866
C 2.332 -0.016 1.310
C 1.647 -1.730 -0.205
C 2.890 0.288 4.174
C 1.194 0.111 2.318
C -3.058 2.992 -0.593
C -1.003 2.813 0.654
C 0.467 0.300 4.646
C -1.116 -4.424 -0.416
C -2.388 1.793 -0.715
C 0.220 -2.387 -0.191
H 2.811 0.966 1.244
H -2.717 0.954 -1.316
H -1.046 -5.426 0.017
H 2.020 -1.922 -1.219
H 0.620 1.134 5.336
H -1.869 -3.860 0.139
H 2.274 -2.315 0.478
H 0.507 -0.644 5.198
H -0.522 0.401 4.191
H 1.186 -4.679 -1.949
H -3.987 3.295 -1.054
H 2.271 -4.125 -0.659
H 3.110 -0.718 4.542
H -0.137 2.963 1.284
H -1.424 -4.496 -1.464
H 3.622 0.559 3.410
H 3.080 -0.737 1.658
H 0.000 0.000 -1.756
H 1.277 -5.566 -0.400
H 2.972 1.005 4.996
*
```

***

No. 6
Formula: C11H20Cl3F6O9S2
Source: OMol25
Level of theory: wB97M-V/def2-TZVPD

Computed properties:
- Frontier orbital gap: 8.50 eV
- E_HOMO: -0.235 Eh

Structure (ORCA input):
```
! RIJCOSX wB97M-V def2-TZVPD def2/J DEFGRID3
* xyz -1 1
Cl 3.723 1.320 -1.029
Cl 3.084 -0.053 -3.491
Cl 3.957 -1.600 -1.160
S 0.507 4.048 -1.531
S -3.443 0.440 -2.035
F 0.579 4.431 1.145
F -5.523 -0.772 -0.988
F -4.449 -2.003 -2.403
F 2.515 4.053 0.261
F 1.523 5.966 -0.008
F -3.682 -1.724 -0.402
O -3.919 1.499 -1.146
O 0.576 0.659 1.355
O -3.894 0.587 -3.397
O -2.013 0.143 -1.824
O 0.447 0.082 -1.163
O 0.927 2.651 -1.699
O -0.908 4.203 -1.261
O 0.086 -2.470 0.768
O 0.993 4.907 -2.605
C 1.416 0.709 2.493
C -0.759 -4.331 -0.493
C -4.314 -1.119 -1.409
C -0.688 1.326 1.599
C 4.125 -0.080 -2.035
C -1.041 -2.924 -0.042
C -0.516 1.931 3.005
C 0.444 0.955 3.640
C 1.341 4.654 0.078
C 0.766 -4.363 -0.446
C 1.095 -3.469 0.759
H 0.058 0.020 4.043
H -0.852 -2.293 -0.920
H -0.941 2.100 0.871
H -0.505 -0.012 -1.541
H -2.000 -2.668 0.393
H 1.932 -0.235 2.695
H -0.212 2.973 2.996
H 1.015 -4.069 1.671
H 2.218 1.445 2.384
H -1.494 1.938 3.500
H -1.217 -5.130 0.106
H 1.020 -3.913 -1.413
H 0.432 0.312 -0.177
H 0.852 1.472 4.517
H 5.166 0.018 -2.308
H -1.465 0.559 1.555
H 0.920 0.778 -1.683
H 1.240 -5.344 -0.433
H -1.234 -4.503 -1.462
H 2.118 -3.106 0.667
*
```

***

No. 7
Formula: C11H20CoN5O14P2
Source: OMol25
Level of theory: wB97M-V/def2-TZVPD

Computed properties:
- Frontier orbital gap (spin up / spin down): 8.97 / 8.90 eV
- E_HOMO (spin up / spin down): -0.231 / -0.229 Eh

Structure (ORCA input):
```
! RIJCOSX wB97M-V def2-TZVPD def2/J DEFGRID3
* xyz -1 2
Co -0.413 0.040 -0.889
P 2.320 -0.543 1.203
P 2.931 0.103 -1.556
O -3.422 -2.342 -1.416
O 1.005 0.167 1.081
O 3.523 0.410 1.614
O 0.086 -2.679 1.967
O -0.529 2.015 -4.741
O 3.325 -0.577 -2.959
O 2.328 -1.674 2.289
O 2.190 -2.361 -0.889
O -0.301 -1.861 -0.074
O -2.008 0.689 1.372
O -0.492 0.044 -3.879
O 3.974 1.090 -1.137
O -2.145 -0.513 -1.433
O 1.493 0.585 -1.591
N -0.314 2.215 0.035
N 0.777 3.560 -3.047
N -0.564 1.235 -3.776
N 0.098 3.160 -0.899
N -0.683 1.736 -2.469
C -0.644 -2.109 1.134
C 0.065 2.785 -2.205
C 2.957 -1.287 -0.365
C -3.342 0.239 1.033
C -1.761 -0.286 2.404
C -3.120 -1.239 0.655
C 4.385 -1.805 -0.112
C -1.983 -1.627 1.653
C -2.918 -0.033 3.370
C -2.862 -1.421 -0.842
C -4.062 0.333 2.384
H 4.591 -2.542 -0.888
H 1.633 3.951 -2.693
H -2.309 -2.382 2.362
H 0.450 1.756 0.521
H -1.037 2.563 0.643
H 3.902 0.843 0.816
H -3.135 -0.906 3.987
H -4.008 -1.832 0.853
H -3.746 0.853 0.235
H 4.465 -2.295 0.859
H 0.836 3.795 -0.648
H 1.494 -2.236 2.189
H -0.764 -0.157 2.809
H 5.125 -1.010 -0.174
H 2.632 -1.200 -3.223
H 0.746 3.287 -4.017
H -4.433 1.343 2.558
H 1.252 -2.326 -0.569
H -4.907 -0.355 2.434
H -2.681 0.802 4.030
*
```

***

No. 8
Formula: C11H20F10N2NbO4S
Source: OMol25
Level of theory: wB97M-V/def2-TZVPD

Computed properties:
- Frontier orbital gap: 7.29 eV
- E_HOMO: -0.206 Eh

Structure (ORCA input):
```
! RIJCOSX wB97M-V def2-TZVPD def2/J DEFGRID3
* xyz -1 1
Nb -1.282 -0.321 1.568
S 1.152 -0.856 0.917
F -0.292 3.625 -4.490
F 2.815 -2.053 -0.673
F 1.261 4.918 -3.724
F 0.285 -1.026 -1.910
F 1.474 -3.464 0.297
F 1.516 -2.677 -2.636
F 1.052 4.623 -5.847
F -0.863 -3.708 -0.449
F -0.240 -4.330 -2.430
F -1.589 -2.636 -2.201
O 1.990 2.377 -3.376
O 1.735 0.314 0.284
O 1.852 -1.276 2.122
O 2.465 2.378 -5.574
N -1.233 -1.950 2.916
N -2.713 2.098 4.021
C -0.559 1.272 3.024
C 1.525 -2.270 -0.311
C 0.967 4.024 -4.666
C -3.601 -2.725 2.769
C -0.534 -3.263 -1.658
C 2.847 1.236 -3.147
C 1.920 2.817 -4.608
C 0.695 -2.282 -1.628
C -2.433 -2.371 3.665
C 4.305 1.637 -3.126
C -1.477 2.452 3.315
H 4.922 0.773 -2.885
H -1.980 -1.213 0.139
H -3.272 -2.904 1.757
H -3.003 0.047 1.975
H 2.643 0.475 -3.899
H 0.331 1.675 2.543
H -4.319 -1.922 2.730
H -1.379 1.119 0.436
H -3.488 2.121 3.387
H 4.473 2.409 -2.375
H -2.188 -3.260 4.242
H 4.626 2.032 -4.090
H 2.542 0.843 -2.179
H -2.648 1.162 4.376
H -0.945 3.172 3.931
H -0.547 -1.645 3.602
H -1.740 2.952 2.397
H -4.109 -3.614 3.109
H -2.718 -1.622 4.394
H -0.238 0.835 3.966
*
```

***

No. 9
Formula: C11H20F4N2O17PdS4
Source: OMol25
Level of theory: wB97M-V/def2-TZVPD

Computed properties:
- Frontier orbital gap (spin up / spin down): 10.67 / 7.54 eV
- E_HOMO (spin up / spin down): -0.390 / -0.385 Eh

Structure (ORCA input):
```
! RIJCOSX wB97M-V def2-TZVPD def2/J DEFGRID3
* xyz 0 3
Pd -0.011 0.209 0.608
S -3.027 -0.129 -1.089
S 2.918 2.029 1.392
S -1.906 2.055 -1.435
S 2.518 0.002 2.736
F 1.958 2.972 0.455
F -0.337 2.487 -1.284
F 1.564 -1.267 2.556
F -3.164 -1.021 0.226
O -1.942 1.898 -2.850
O -4.264 0.555 -1.107
O 3.977 1.797 0.482
O -0.828 -2.986 -1.318
O 3.789 -0.529 2.398
O 2.408 0.172 -3.181
O 3.039 2.859 2.528
O -1.644 -0.215 4.514
O -2.736 -1.061 -2.111
O -1.177 0.066 2.351
O -2.619 3.095 -0.786
O 1.250 -0.117 -1.276
O -0.904 -4.101 0.602
O -1.947 1.729 3.678
O -0.197 -1.995 0.580
O 0.993 -1.499 -2.982
O 2.274 0.431 4.064
N -1.733 0.727 -0.566
N 1.768 0.889 1.533
C -1.316 -1.596 4.407
C -1.937 2.743 2.634
C 1.307 -1.875 -4.314
C -0.560 3.396 2.559
C 1.536 -0.448 -2.406
C -1.514 -4.978 -0.357
C 2.080 2.569 -3.353
C -0.560 -2.968 -0.024
C 2.898 1.451 -2.772
C -1.564 0.518 3.431
C -1.307 -4.261 -1.708
H -2.103 -2.154 3.897
H 1.006 2.437 -3.242
H 2.294 2.722 -4.414
H 2.292 3.519 -2.857
H -1.014 -5.942 -0.304
H 3.965 1.553 -2.970
H -0.460 -1.737 3.745
H -2.252 -4.268 -2.245
H -2.560 -5.107 -0.088
H -0.576 -4.795 -2.313
H -2.225 2.251 1.704
H -0.241 3.637 1.550
H 0.431 -2.369 -4.725
H -0.622 4.295 3.171
H -1.097 -1.954 5.403
H 2.218 -2.464 -4.403
H 1.471 -1.005 -4.953
H -2.727 3.434 2.902
H 2.922 1.588 -1.687
H 0.195 2.756 3.014
*
```

***

No. 10
Formula: C11H20F6N5O4PtS2
Source: OMol25
Level of theory: wB97M-V/def2-TZVPD

Computed properties:
- Frontier orbital gap: 9.01 eV
- E_HOMO: -0.755 Eh

Structure (ORCA input):
```
! RIJCOSX wB97M-V def2-TZVPD def2/J DEFGRID3
* xyz 3 1
Pt 0.379 0.131 0.249
S 0.912 -1.441 -2.443
S 0.090 1.144 -2.731
F 0.215 3.684 -3.139
F 1.263 2.481 -4.611
F 2.786 -2.151 -4.079
F 3.476 -1.625 -2.090
F 2.116 2.767 -2.635
F 2.448 -3.506 -2.418
O 0.873 -1.462 -0.898
O -0.057 1.452 -1.227
O -0.173 -2.157 -2.998
O -1.168 0.978 -3.354
N 0.615 -1.019 1.902
N -1.535 -0.510 0.259
N 2.298 0.799 0.200
N -0.242 1.487 1.638
N 1.181 0.034 -2.879
C -1.592 -1.779 1.069
C 2.556 -2.261 -2.803
C 4.649 1.773 -0.340
C 3.338 1.225 -0.037
C 5.279 1.141 -1.593
C -0.705 -1.652 2.291
C -2.390 0.656 0.677
C 0.554 1.277 2.913
C 1.001 2.659 -3.350
C 1.185 -0.131 2.972
C -1.746 1.374 1.847
H -2.626 -1.992 1.343
H 4.504 2.852 -0.458
H 1.029 -0.601 3.943
H 4.643 1.274 -2.466
H 5.483 0.084 -1.443
H -1.241 -2.576 0.413
H -0.509 -2.629 2.731
H -3.392 0.304 0.929
H 5.272 1.624 0.547
H 1.341 2.027 2.943
H 6.224 1.649 -1.776
H -2.159 2.377 1.953
H -2.464 1.307 -0.193
H -1.810 -0.754 -0.698
H 1.286 -1.760 1.689
H -0.108 1.469 3.755
H -1.912 0.857 2.788
H -1.150 -1.033 3.066
H -0.042 2.423 1.282
H 2.256 -0.072 2.797
*
```

***

No. 11
Formula: C11H20N2O5
Source: OMol25
Level of theory: wB97M-V/def2-TZVPD

Computed properties:
- Frontier orbital gap: 9.61 eV
- E_HOMO: -0.334 Eh

Structure (ORCA input):
```
! RIJCOSX wB97M-V def2-TZVPD def2/J DEFGRID3
* xyz 0 1
O 0.423 1.370 3.319
O -0.131 3.449 2.841
O -1.591 -0.117 2.388
O 1.785 1.620 -0.342
O -3.219 1.013 3.359
N -0.014 0.596 0.580
N 1.498 -1.793 0.764
C -1.888 2.257 0.736
C 1.165 0.611 -0.037
C -0.101 -1.463 -3.607
C -0.063 2.155 2.569
C -2.712 0.612 2.371
C 1.836 -0.782 -0.229
C 1.681 -1.289 -1.735
C 2.510 -2.528 -2.034
C 0.172 -1.540 -2.091
C -0.455 1.843 1.179
C -2.992 1.213 0.985
H 2.015 -0.363 -2.312
H 0.616 -2.239 0.495
H 3.608 -2.392 -1.874
H -1.461 -0.098 3.405
H 0.052 -0.484 -4.003
H 1.497 -1.448 1.745
H 2.188 -3.370 -1.423
H -0.119 -2.519 -1.703
H -0.447 -0.759 -1.520
H 2.967 -0.606 -0.197
H -0.440 -0.298 0.914
H 0.476 -2.165 -4.194
H 0.554 3.626 3.530
H -3.980 1.635 1.010
H -1.166 -1.716 -3.796
H -1.907 2.599 -0.271
H -2.929 0.387 0.254
H -2.005 3.175 1.357
H 0.159 2.524 0.660
H 2.417 -2.716 -3.093
*
```